{"formula": "C11H21Cl2CrNO", "method": "wB97M-V/def2-TZVPD", "orbital_gap_ev": [4.2, 4.3], "total_charge": -1, "s2": 3.911, "multiplicity": 4, "species": ["Cr", "Cl", "Cl", "C", "H", "H", "C", "C", "H", "C", "H", "C", "H", "H", "C", "H", "H", "C", "H", "H", "H", "H", "C", "N", "C", "C", "C", "O", "H", "H", "H", "H", "H", "H", "H", "H", "H"], "positions_angstrom": [[-1.34772, 0.03545, -0.15090], [-2.82039, -1.33540, -1.20997], [-2.72601, 0.17047, 1.63435], [-1.73628, 1.76411, -0.67992], [-1.13997, 2.41191, -1.36712], [-2.55270, 2.28227, -0.12190], [0.34010, -1.16325, -1.29881], [0.33859, 0.20096, -1.60076], [0.80928, -1.54263, -0.38345], [0.00487, 0.71087, -2.97107], [0.86514, 0.91384, -0.95177], [-0.90088, -0.26545, -3.72245], [-0.44640, 1.69958, -2.91896], [0.94442, 0.82192, -3.53772], [-0.28223, -1.66271, -3.73627], [-1.87565, -0.31308, -3.21814], [-1.06562, 0.08738, -4.74728], [0.00190, -2.20994, -2.32280], [-0.92770, -2.35602, -4.28296], [0.66583, -1.61023, -4.29298], [-0.89362, -2.74453, -1.97447], [0.79567, -2.96867, -2.38748], [1.58652, 0.39662, 4.38026], [1.07866, 0.90446, 3.11675], [1.31567, 2.30306, 2.80782], [0.44990, 0.14339, 2.20411], [0.08884, -1.27514, 2.51288], [0.13561, 0.68284, 1.10382], [2.10711, 1.22306, 4.87035], [2.29828, -0.42550, 4.22161], [0.77815, 0.04736, 5.03709], [1.88945, 2.40131, 1.88313], [0.36648, 2.83821, 2.71037], [1.88469, 2.71808, 3.63735], [-1.00673, -1.36955, 2.58412], [0.43891, -1.94074, 1.71141], [0.53785, -1.57428, 3.46179]], "forces_ev_per_a": [[0.59, -1.78, 0.24], [-0.76, -0.59, -0.23], [-0.70, -0.01, 1.24], [-0.63, 2.42, -0.98], [-0.24, 0.02, 1.02], [0.45, -0.20, -0.70], [0.34, 1.29, -0.49], [0.57, -0.81, 0.13], [-0.12, 0.33, -0.20], [0.10, -0.42, -0.51], [-0.32, -0.34, -0.21], [-0.19, 0.06, 0.10], [0.01, -0.09, 0.02], [0.02, 0.00, 0.00], [0.33, 0.16, 0.03], [0.29, 0.14, -0.18], [0.04, -0.05, 0.03], [-0.63, -0.42, -0.12], [0.02, -0.02, 0.08], [-0.06, -0.01, 0.03], [0.19, 0.07, -0.07], [0.06, 0.21, 0.11], [-0.03, -0.19, 0.06], [0.19, -0.28, 0.19], [-0.09, 0.13, -0.09], [-0.90, 0.97, -1.68], [0.28, -0.31, 0.40], [1.07, -0.67, 2.05], [-0.08, -0.33, 0.05], [-0.13, 0.19, 0.13], [0.20, 0.09, -0.11], [-0.16, 0.08, 0.04], [0.16, -0.05, -0.16], [-0.02, 0.17, -0.13], [0.32, 0.25, -0.14], [-0.10, 0.26, 0.23], [-0.09, -0.25, -0.17]]}

=====

{"formula": "C11H21Cl2N5O3STc", "method": "wB97M-V/def2-TZVPD", "orbital_gap_ev": [8.2, 6.6], "total_charge": 2, "s2": 3.830, "multiplicity": 4, "species": ["Tc", "N", "C", "O", "C", "C", "H", "H", "H", "H", "H", "H", "C", "C", "N", "O", "C", "C", "N", "O", "H", "H", "H", "H", "H", "H", "H", "Cl", "C", "Cl", "H", "H", "S", "C", "N", "C", "C", "N", "H", "H", "H", "H", "H", "H"], "positions_angstrom": [[-0.56030, 0.44666, 1.07129], [-2.61812, -1.69503, 3.96888], [-2.25667, -0.97731, 2.93167], [-1.03997, -0.70170, 2.72432], [-3.25857, -0.47025, 1.94389], [-2.68967, 0.79410, 1.29545], [-1.92973, -2.06100, 4.61120], [-3.58311, -1.92036, 4.14823], [-4.24024, -0.30720, 2.39155], [-3.36669, -1.25805, 1.19247], [-2.74034, 1.64148, 1.98743], [-3.25928, 1.04325, 0.40265], [-1.12003, 2.25812, -2.80747], [-0.99354, 1.32896, -1.65465], [-0.53472, 1.70756, -0.47726], [-0.19867, 3.02537, -0.25689], [-1.39624, -0.03983, -1.68596], [-1.97162, -0.80108, -2.83013], [-1.24941, -0.61459, -0.49908], [-1.50896, -1.80149, -0.23264], [-0.29354, 2.96719, -2.85373], [-2.06470, 2.80711, -2.73824], [-1.14453, 1.70301, -3.74089], [-0.64410, 3.58586, -0.90823], [-1.61475, -0.44810, -3.79393], [-3.06196, -0.72467, -2.82131], [-1.72399, -1.85478, -2.71160], [0.38430, 2.03470, 2.76474], [1.46914, 3.39456, 2.29755], [2.64523, 3.00191, 1.05605], [2.00254, 3.66956, 3.19999], [0.83959, 4.19817, 1.93855], [1.76988, -0.60962, 1.07262], [2.79973, -1.37659, -0.03919], [2.46721, -1.97131, -1.17847], [3.62521, -2.58582, -1.84482], [4.78838, -2.21050, -0.90340], [4.10508, -1.46903, 0.16177], [1.52304, -2.11946, -1.48423], [3.75132, -2.17188, -2.84337], [3.48941, -3.66269, -1.92671], [5.52750, -1.57809, -1.39206], [5.29276, -3.08566, -0.49806], [4.58312, -1.09144, 0.96200]], "forces_ev_per_a": [[-0.47, -0.51, -0.04], [0.16, -0.02, 0.05], [-0.55, -0.06, 0.01], [0.43, 0.11, 0.00], [0.11, 0.08, -0.06], [0.47, -0.19, 0.19], [0.09, 0.02, -0.05], [-0.05, 0.05, -0.08], [0.01, 0.00, 0.04], [-0.02, -0.05, 0.04], [0.09, 0.02, -0.02], [0.23, 0.06, -0.12], [-0.03, -0.04, -0.02], [0.18, -0.03, 0.39], [-0.14, 0.67, -0.72], [0.10, 0.01, 0.11], [0.02, -0.14, -0.01], [-0.05, -0.03, 0.11], [-0.14, -0.27, -0.30], [0.01, 0.00, -0.01], [0.01, 0.00, 0.01], [0.02, 0.05, 0.00], [0.00, 0.01, 0.00], [-0.14, -0.01, -0.08], [0.06, 0.02, 0.02], [0.01, -0.03, -0.04], [0.00, -0.01, -0.07], [-0.11, -0.05, 0.64], [0.61, 0.50, -0.65], [-0.18, -0.11, 0.26], [-0.15, -0.15, 0.15], [-0.14, -0.08, 0.04], [-0.19, 0.28, 0.68], [-0.24, -0.04, -0.41], [0.18, -0.06, -0.18], [-0.03, -0.02, -0.05], [0.06, -0.05, -0.03], [0.14, -0.09, -0.07], [-0.12, 0.05, 0.17], [0.01, 0.00, 0.02], [0.00, 0.01, 0.02], [-0.03, 0.01, 0.01], [-0.02, 0.01, 0.01], [-0.16, 0.08, 0.07]]}

=====

{"formula": "C11H21F13IN2O3P3SSi", "method": "wB97M-V/def2-TZVPD", "orbital_gap_ev": 4.6, "multiplicity": 1, "species": ["C", "P", "C", "Si", "C", "C", "C", "F", "F", "C", "F", "F", "C", "F", "F", "C", "F", "F", "S", "F", "F", "F", "F", "F", "P", "N", "O", "P", "O", "I", "H", "H", "H", "H", "H", "H", "H", "H", "H", "H", "H", "H", "H", "H", "C", "N", "C", "C", "O", "H", "H", "H", "H", "H", "H", "H"], "positions_angstrom": [[-3.79604, 2.31324, 0.22634], [-2.66038, 1.16720, -0.79360], [-3.47247, -0.50652, -1.21987], [-1.87125, 2.18850, -2.60767], [-0.79778, 3.66246, -1.94811], [0.79811, 3.35901, -1.82577], [1.40952, 3.38141, -0.28717], [0.59179, 4.13787, 0.68476], [2.71363, 4.13735, -0.40327], [1.73817, 1.83009, 0.11642], [0.56441, 1.02403, -0.28825], [2.86204, 1.39708, -0.79722], [2.28017, 1.57771, 1.63843], [3.58717, 0.82416, 1.54401], [2.71948, 2.89374, 2.24864], [1.21088, 0.97020, 2.69725], [1.61915, 1.50384, 4.05281], [-0.18468, 1.51885, 2.50427], [1.07657, -0.86379, 2.87034], [1.55313, -1.23035, 1.27848], [-0.56220, -0.74438, 2.26999], [0.38307, -0.61339, 4.45678], [2.63301, -1.07716, 3.54562], [0.80604, -2.53940, 3.11286], [-3.60465, 3.06476, -3.72190], [-4.59508, 1.75987, -4.45969], [-4.64357, 3.94899, -2.59798], [-0.78413, 0.72924, -3.83055], [0.01788, 1.63043, -5.12722], [-2.27678, -0.85451, -4.98654], [-3.30613, 2.38926, 1.31236], [-4.87563, 1.82013, 0.34840], [-3.85683, 3.42682, -0.16249], [-4.02825, -0.51025, -2.24956], [-4.24294, -0.78368, -0.35145], [-2.61890, -1.33162, -1.13852], [-1.33023, 4.04562, -0.98129], [-0.93342, 4.53150, -2.75565], [1.11596, 2.36052, -2.39827], [1.35517, 4.22652, -2.42846], [-5.58712, 2.12704, -4.51373], [-4.56359, 0.88262, -3.86504], [-5.38753, 3.29295, -2.39955], [-0.02911, 2.58890, -4.83031], [2.08085, -5.33989, 2.93823], [3.31128, -5.90349, 2.42289], [3.80236, -5.45120, 1.13752], [4.02859, -6.85494, 3.11585], [5.07300, -7.37148, 2.73928], [1.27226, -5.55084, 2.23248], [2.20381, -4.25812, 3.04320], [1.82834, -5.76865, 3.91194], [3.87335, -6.30883, 0.46170], [4.80046, -5.02244, 1.26850], [3.13225, -4.70039, 0.71030], [3.56682, -7.12661, 4.07946]], "forces_ev_per_a": [[-0.77, 0.76, 1.20], [0.51, -1.06, 1.38], [-0.79, -0.95, 0.45], [-1.96, 0.78, 1.21], [-0.01, 1.15, -0.77], [0.48, 0.92, -0.53], [0.87, 1.90, -1.25], [2.39, -2.68, -2.75], [-3.60, -2.34, 0.82], [0.70, -0.97, -2.22], [3.67, 2.27, 1.81], [-3.63, 1.39, 2.77], [3.41, 1.57, 0.56], [-4.72, 1.99, 0.71], [-1.73, -4.11, -2.30], [-1.26, 4.52, 3.06], [-1.15, -1.93, -4.59], [5.28, -1.33, 0.30], [-3.21, -4.48, 1.46], [-0.35, 1.14, 3.32], [3.49, -0.95, 1.00], [1.76, -0.64, -3.29], [-3.31, 0.83, -1.86], [0.62, 3.47, -0.57], [-1.47, 1.90, -1.66], [-0.15, 0.22, 2.44], [-0.42, -2.97, -0.62], [2.46, -0.68, -1.64], [-1.44, 0.79, 2.40], [0.08, 0.63, 0.14], [-1.14, -0.33, -2.39], [2.30, 1.29, -0.36], [-0.11, -2.44, 0.54], [1.10, -0.35, 2.03], [1.60, 0.72, -1.92], [-1.89, 1.84, -0.53], [1.27, -0.71, -1.61], [0.29, -1.74, 1.80], [-0.64, 2.07, 1.70], [-1.05, -1.88, 1.71], [1.51, -0.71, -0.10], [-0.47, 1.34, -0.99], [1.35, 1.37, 0.07], [0.06, -1.46, -0.93], [0.22, 0.05, -0.16], [0.52, -0.94, 0.86], [0.27, -0.20, 0.01], [0.16, 0.31, -0.70], [-0.87, 0.58, 0.08], [-0.12, 0.13, 0.16], [-0.17, -0.20, 0.06], [0.11, 0.02, -0.17], [0.08, 0.21, -0.07], [-0.08, -0.03, -0.21], [0.06, -0.15, 0.17], [-0.09, 0.09, -0.04]]}

=====

{"formula": "C11H21N", "method": "wB97M-V/def2-TZVPD", "orbital_gap_ev": 10.0, "multiplicity": 1, "species": ["C", "C", "C", "C", "C", "C", "C", "C", "C", "C", "C", "H", "H", "H", "H", "H", "H", "H", "H", "H", "H", "H", "H", "H", "H", "H", "H", "H", "H", "H", "H", "H", "N"], "positions_angstrom": [[1.58120, -3.02135, 0.18378], [0.14300, -1.15573, -0.12697], [0.80727, -0.50621, 1.34389], [0.69725, 1.02880, 1.11558], [1.74160, 1.39136, -0.14051], [0.81554, 1.16813, -1.37953], [-0.35956, 0.22503, -0.80334], [-1.58515, -0.34397, -1.81637], [-0.59306, 1.10336, 0.44182], [-1.23377, 2.47926, -0.00809], [-1.85183, 0.48984, 1.47710], [0.88252, -3.61238, 1.09497], [2.33500, -2.54518, 0.85982], [2.33165, -3.82358, -0.35697], [0.42482, -2.54093, -1.54455], [-0.73306, -1.86922, 0.31149], [-0.07398, -1.13612, 2.08414], [1.81549, -0.71116, 1.24899], [0.84730, 1.51259, 2.07081], [2.33591, 2.58950, -0.01967], [2.64772, 1.04541, -0.02620], [0.19052, 2.18721, -1.88041], [1.43091, 0.51159, -2.13474], [-0.83638, -0.76429, -2.63534], [-2.22630, -0.95890, -1.22137], [-2.05639, 0.48486, -2.15415], [-2.17712, 2.10315, -0.48678], [-1.35784, 3.00495, 0.86152], [-0.47137, 2.94732, -0.88855], [-1.47062, -0.46648, 2.10902], [-2.69064, -0.10813, 0.90911], [-2.35271, 1.21992, 2.39829], [1.04206, -1.92866, -0.88679]], "forces_ev_per_a": [[1.88, -1.66, 0.15], [-1.27, 2.49, 3.28], [-4.30, -1.92, -1.97], [1.91, -1.30, -0.68], [-4.79, 6.06, 1.65], [0.03, -1.55, -2.38], [-0.55, -1.92, 0.35], [6.16, 0.19, 1.01], [-6.17, 0.58, 0.80], [2.46, -2.51, -3.90], [-0.26, -1.82, 1.70], [1.15, 1.74, -3.30], [-0.81, 0.08, -0.81], [-2.48, 1.74, 1.00], [1.54, 1.42, 1.20], [1.32, 1.94, -1.37], [4.11, 2.31, -1.35], [1.97, -1.20, 1.08], [-0.04, 0.73, -0.10], [-2.77, -2.61, -0.41], [4.26, -3.61, -0.12], [2.83, -3.50, 0.97], [-1.28, 1.69, 0.85], [-2.38, 0.20, 1.42], [-0.10, -0.79, -0.15], [-1.79, 2.35, -1.56], [0.61, 1.13, 0.41], [-0.56, 2.01, 1.67], [-2.79, -0.36, 3.22], [-0.83, 2.63, -1.23], [1.25, 1.93, 0.68], [1.53, -1.73, -3.15], [0.13, -4.74, 1.02]]}

=====

> Number 2 is which compound?

C11H21Cl2N5O3STc